# 1
This record from the Open Molecules 2025 dataset describes C49H60BBaBrF2N7O3 as an isolated structure. The level of theory is ωB97M-V/def2-TZVPD.

The geometry in ORCA input format:
```
! wB97M-V def2-TZVPD RIJCOSX def2/J DEFGRID3
* xyz -1 1
Ba 0.068 0.228 -0.074
C -2.484 -2.663 0.778
C -3.424 -1.445 0.881
C -3.076 -0.578 2.065
C -3.968 -0.390 3.115
C -3.594 0.406 4.184
C -2.332 0.977 4.189
C -1.492 0.730 3.114
N -1.851 -0.024 2.061
N -1.208 -2.445 0.093
C -1.331 -2.558 -1.359
C -2.114 -1.485 -2.087
C -3.062 -1.846 -3.042
C -3.644 -0.871 -3.832
C -3.261 0.444 -3.660
C -2.328 0.727 -2.672
N -1.775 -0.201 -1.886
C -0.231 -3.503 0.560
C 0.338 -3.245 1.898
C -0.150 -3.791 3.055
C 0.165 -3.335 4.349
C 0.885 -2.092 4.383
C 1.420 -1.519 3.289
N 1.409 -2.229 2.001
H -3.016 -3.504 0.301
H -2.236 -2.972 1.792
H -4.453 -1.797 0.985
H -3.388 -0.837 -0.025
H -4.945 -0.859 3.082
H -4.279 0.571 5.009
H -1.994 1.600 5.008
H -0.492 1.140 3.048
H -1.740 -3.539 -1.646
H -0.317 -2.492 -1.771
H -3.318 -2.892 -3.165
H -4.378 -1.140 -4.584
H -3.671 1.242 -4.268
H -2.003 1.747 -2.502
H 0.535 -3.548 -0.214
H -0.739 -4.478 0.564
H -0.877 -4.593 2.934
H -0.252 -3.788 5.238
H 0.973 -1.539 5.318
H 1.916 -0.559 3.291
C 4.363 3.243 -6.404
C 4.837 1.828 -6.042
C 4.994 1.037 -7.340
C 6.216 1.923 -5.373
C 3.837 1.165 -5.087
C 3.566 1.722 -3.837
C 2.657 1.118 -2.998
Br 2.348 1.948 -1.305
C 1.920 -0.079 -3.267
O 1.075 -0.552 -2.414
C 2.228 -0.642 -4.549
C 3.147 -0.004 -5.387
C 1.609 -1.945 -5.103
C 2.726 -2.963 -5.394
C 0.853 -1.639 -6.408
C 0.625 -2.632 -4.155
H 5.094 3.743 -7.051
H 4.226 3.857 -5.509
H 3.404 3.201 -6.929
H 5.712 1.544 -7.993
H 4.045 0.958 -7.879
H 5.366 0.025 -7.150
H 6.938 2.401 -6.046
H 6.586 0.926 -5.117
H 6.174 2.508 -4.450
H 4.059 2.631 -3.502
H 3.337 -0.467 -6.348
H 3.441 -2.593 -6.134
H 2.294 -3.896 -5.776
H 3.277 -3.189 -4.477
H 1.510 -1.235 -7.184
H 0.061 -0.906 -6.221
H 0.390 -2.554 -6.799
H 1.106 -2.905 -3.214
H 0.255 -3.545 -4.640
H -0.223 -1.986 -3.927
F 2.480 -2.578 -0.145
B 2.363 -1.936 1.048
F 3.288 -0.954 1.246
C 0.676 3.563 2.805
C 1.561 2.628 1.976
C 2.724 2.122 2.819
O 0.839 1.580 1.393
H 1.234 4.454 3.115
H 0.314 3.059 3.709
H -0.195 3.883 2.217
H 2.001 3.270 1.194
H 2.342 1.593 3.700
H 3.360 2.951 3.157
H 3.331 1.421 2.239
C -3.976 8.077 7.361
C -4.290 7.000 6.351
C -3.292 6.386 5.612
C -3.571 5.374 4.696
C -4.882 4.972 4.481
N -5.225 3.946 3.574
C -4.609 3.555 2.392
O -4.878 2.504 1.859
N -3.687 4.454 1.917
C -2.743 4.222 0.898
C -2.110 5.305 0.319
C -1.118 5.085 -0.617
C -0.772 3.780 -0.931
N -1.366 2.733 -0.360
C -2.355 2.944 0.510
C -5.894 5.576 5.222
C -5.597 6.565 6.146
H -2.949 8.428 7.257
H -4.099 7.709 8.382
H -4.640 8.937 7.243
H -2.259 6.684 5.761
H -2.756 4.879 4.180
H -6.038 3.391 3.775
H -3.726 5.388 2.288
H -2.384 6.314 0.612
H -0.598 5.912 -1.085
H 0.030 3.566 -1.629
H -2.817 2.072 0.960
H -6.922 5.265 5.066
H -6.405 7.018 6.714
*
```

Output
Orbital gap in eV: 3.545
HOMO energy in eV: -1.74
Relative energy (zero: lowest compared OMol25 entry of this formula, charge and spin) in kcal/mol: 2.36
Max |F| in eV Å⁻¹: 4.06


# 2
This record from the Open Molecules 2025 dataset describes a 6-piece molecular cluster, C49H60ClF5IO21P overall. The level of theory is ωB97M-V/def2-TZVPD.

The geometry in ORCA input format:
```
! wB97M-V def2-TZVPD RIJCOSX def2/J DEFGRID3
* xyz 0 1
C -0.658 3.884 -3.011
C -2.187 3.975 -3.146
C -2.863 2.636 -3.505
C -3.868 2.140 -2.454
C -4.984 1.202 -2.985
C -4.810 -0.272 -2.563
C -4.499 -1.264 -3.696
C -3.574 -0.713 -4.797
C -2.596 -1.750 -5.362
C -1.405 -1.080 -6.062
C -0.113 -1.917 -6.031
C 1.127 -1.037 -6.176
C 2.430 -1.784 -5.827
C 3.539 -0.875 -5.261
C 4.160 -1.341 -3.934
C 3.373 -0.895 -2.722
C 1.988 -0.812 -2.796
C 1.204 -0.368 -1.742
I -0.844 -0.264 -2.208
C 1.770 0.003 -0.514
P 0.739 0.658 0.924
O -0.164 1.805 0.159
O -0.442 -0.464 1.064
C 3.169 -0.115 -0.420
C 3.958 -0.534 -1.501
C 5.437 -0.618 -1.293
O 6.106 -1.460 -1.849
C 6.032 0.366 -0.343
C 7.317 0.892 -0.503
C 8.232 0.596 -1.665
C 8.570 1.841 -2.500
C 7.457 2.885 -2.575
O 9.758 2.424 -1.954
C 7.784 1.765 0.480
C 7.022 2.117 1.578
C 5.733 1.613 1.734
C 4.917 2.026 2.934
C 5.018 0.979 4.020
O 5.963 0.303 4.232
Cl 3.572 0.841 5.042
C 5.250 0.746 0.760
C 3.882 0.171 0.865
O 3.380 -0.077 1.939
H -0.367 3.764 -1.965
H -0.154 4.768 -3.400
H -0.259 3.025 -3.553
H -2.604 4.333 -2.205
H -2.430 4.723 -3.900
H -3.346 2.693 -4.483
H -2.077 1.883 -3.603
H -4.333 3.015 -1.996
H -3.313 1.629 -1.663
H -5.923 1.574 -2.575
H -5.070 1.310 -4.063
H -4.014 -0.335 -1.817
H -5.725 -0.595 -2.063
H -4.019 -2.141 -3.252
H -5.422 -1.622 -4.158
H -4.198 -0.341 -5.612
H -3.020 0.145 -4.416
H -3.142 -2.337 -6.104
H -2.247 -2.395 -4.555
H -1.662 -0.788 -7.083
H -1.181 -0.153 -5.524
H -0.118 -2.452 -5.078
H -0.150 -2.637 -6.852
H 1.029 -0.195 -5.487
H 1.161 -0.670 -7.203
H 2.804 -2.313 -6.704
H 2.159 -2.560 -5.106
H 3.211 0.160 -5.149
H 4.343 -0.854 -5.999
H 4.230 -2.432 -3.931
H 5.183 -0.987 -3.864
H 1.482 -1.085 -3.707
H 0.409 2.373 -0.372
H -0.050 -1.335 1.213
H 9.181 0.241 -1.265
H 7.814 -0.137 -2.341
H 8.780 1.532 -3.529
H 7.636 3.570 -3.405
H 7.455 3.489 -1.667
H 6.466 2.440 -2.669
H 10.050 3.131 -2.539
H 8.779 2.180 0.376
H 7.427 2.793 2.319
H 5.344 2.936 3.361
H 3.875 2.210 2.693
C 1.008 -0.204 7.526
C 0.115 0.916 8.007
O -0.997 0.206 8.529
C -0.547 -1.011 8.952
O -1.145 -1.742 9.664
O 0.685 -1.253 8.444
F -0.307 1.699 6.974
H 0.748 -0.512 6.510
H 2.067 0.033 7.572
H 0.533 1.542 8.794
C -1.978 0.366 4.090
C -2.853 0.326 5.326
O -3.532 -0.913 5.169
C -2.738 -1.728 4.436
O -2.893 -2.902 4.326
O -1.746 -1.030 3.850
F -3.759 1.329 5.348
H -2.516 0.791 3.242
H -1.041 0.898 4.228
H -2.314 0.318 6.271
C -7.098 -1.920 -7.447
C -8.366 -1.169 -7.799
O -8.522 -0.308 -6.689
C -7.286 -0.070 -6.163
O -7.038 0.785 -5.386
O -6.391 -0.954 -6.667
F -9.440 -1.985 -7.889
H -7.322 -2.793 -6.832
H -6.510 -2.218 -8.310
H -8.302 -0.570 -8.709
C -0.034 0.699 13.259
C 1.026 1.656 13.769
O 1.639 2.093 12.564
C 0.718 1.996 11.576
O 0.821 2.490 10.499
O -0.335 1.258 11.975
F 1.948 1.045 14.543
H 0.373 -0.304 13.132
H -0.925 0.659 13.876
H 0.638 2.525 14.302
C -4.667 -4.848 2.746
C -5.938 -4.093 2.430
O -6.760 -5.097 1.866
C -6.366 -6.297 2.384
O -6.992 -7.299 2.309
O -5.170 -6.168 2.999
F -5.745 -3.111 1.515
H -4.002 -4.874 1.882
H -4.136 -4.456 3.605
H -6.440 -3.666 3.299
*
```

Output
Structure (SMILES): CCCCCCCCCCCCCCCc1cc(I)c(P(O)O)c2c1C(=O)c1c(C[C@@H](C)O)ccc(CC(=O)Cl)c1C2=O.O=C1OC[C@@H](F)O1.O=C1OC[C@@H](F)O1.O=C1OC[C@@H](F)O1.O=C1OC[C@@H](F)O1.O=C1OC[C@@H](F)O1
Orbital gap in eV: 7.511
HOMO energy in eV: -8.62
Max |F| in eV Å⁻¹: 1.05


# 3
This record from the Open Molecules 2025 dataset describes C49H61AsN5O2SSi2W as an isolated structure. The level of theory is ωB97M-V/def2-TZVPD.

The geometry in ORCA input format:
```
! wB97M-V def2-TZVPD RIJCOSX def2/J DEFGRID3
* xyz 3 1
W 0.058 0.683 0.409
O 0.269 -1.084 0.851
C 0.135 -2.602 0.678
C -1.121 -2.888 -0.145
C -1.361 -2.279 -1.504
C -2.151 -2.984 -2.406
C -2.431 -2.417 -3.634
C -1.881 -1.183 -3.940
C -1.085 -0.547 -3.001
C -0.323 0.693 -3.387
C -0.520 1.948 -2.543
O -0.310 1.551 -1.141
C 0.544 3.011 -2.802
C 0.650 4.088 -1.920
C 1.587 5.084 -2.135
C 2.433 5.021 -3.236
C 2.328 3.959 -4.120
C 1.388 2.958 -3.906
C -1.939 2.504 -2.611
C -2.664 2.435 -3.797
C -3.935 2.985 -3.885
C -4.502 3.617 -2.790
C -3.780 3.704 -1.609
C -2.508 3.158 -1.520
N -0.857 -1.075 -1.787
C -0.131 -3.158 2.067
C 0.366 -4.404 2.439
C -0.004 -4.974 3.650
C -0.878 -4.312 4.497
C -1.402 -3.083 4.117
C -1.042 -2.521 2.904
C 1.445 -3.035 0.054
C 1.535 -3.428 -1.281
C 2.757 -3.791 -1.831
C 3.906 -3.768 -1.057
C 3.827 -3.392 0.278
C 2.607 -3.030 0.825
H -1.984 -2.689 0.498
H -1.127 -3.975 -0.260
H -2.531 -3.962 -2.144
H -3.048 -2.939 -4.353
H -2.047 -0.728 -4.907
H -0.579 0.947 -4.414
H 0.736 0.437 -3.412
H -0.021 4.161 -1.075
H 1.650 5.926 -1.457
H 3.156 5.805 -3.413
H 2.968 3.915 -4.991
H 1.319 2.155 -4.627
H -2.248 1.972 -4.681
H -4.479 2.923 -4.817
H -5.489 4.052 -2.863
H -4.207 4.222 -0.759
H -1.950 3.262 -0.599
H 1.035 -4.947 1.786
H 0.390 -5.944 3.923
H -1.163 -4.759 5.439
H -2.101 -2.572 4.766
H -1.456 -1.564 2.616
H 0.657 -3.482 -1.907
H 2.805 -4.112 -2.863
H 4.855 -4.066 -1.483
H 4.715 -3.403 0.896
H 2.551 -2.764 1.875
C -3.603 4.526 2.543
C -2.212 4.269 3.076
N -1.662 3.093 2.397
C -2.370 2.121 1.833
N -1.731 1.124 1.120
C -2.647 0.213 0.379
C -3.820 -0.194 1.242
C -4.601 1.058 1.536
N -3.692 2.131 1.961
C -4.391 3.242 2.636
H -3.545 4.861 1.505
H -4.096 5.309 3.116
H -2.221 4.102 4.155
H -1.549 5.107 2.868
H -0.671 3.051 2.235
H -2.085 -0.673 0.103
H -2.963 0.686 -0.556
H -3.478 -0.672 2.162
H -4.442 -0.905 0.699
H -5.319 0.918 2.344
H -5.146 1.404 0.654
H -4.569 2.958 3.677
H -5.363 3.337 2.153
S -0.065 0.205 6.203
C 1.305 -0.476 5.446
C 1.185 -0.368 4.096
N 0.046 0.249 3.651
C -0.692 0.607 4.666
H 2.093 -0.939 6.018
H 1.897 -0.751 3.377
H -1.658 1.084 4.572
C 1.141 3.970 4.452
Si 2.550 3.595 3.306
C 3.838 2.489 4.039
C 3.159 5.022 2.293
As 1.371 2.310 1.433
Si 3.080 1.055 0.194
C 4.043 -0.050 1.323
C 2.314 0.104 -1.215
C 4.025 2.460 -0.570
H 1.564 4.356 5.386
H 0.564 3.084 4.714
H 0.479 4.744 4.062
H 4.296 3.025 4.878
H 4.643 2.240 3.349
H 3.392 1.579 4.440
H 3.630 5.734 2.979
H 2.343 5.546 1.793
H 3.906 4.742 1.551
H 3.550 -1.015 1.414
H 4.244 0.339 2.315
H 5.005 -0.210 0.822
H 1.517 -0.641 -1.103
H 3.155 -0.535 -1.521
H 2.069 0.794 -2.018
H 4.574 3.070 0.147
H 3.400 3.099 -1.194
H 4.761 1.951 -1.205
*
```

Output
Orbital gap in eV: 5.841
HOMO energy in eV: -15.64
Relative energy (zero: lowest compared OMol25 entry of this formula, charge and spin) in kcal/mol: 37.67
Max |F| in eV Å⁻¹: 1.06